# 1
Below is 6 unconnected molecules or ions with the total composition C12H36O8, with properties calculated with ωB97M-V/def2-TZVPD.

Computed properties:
F_max: 1.809 eV/A
HOMO energy: -9.4 eV
total energy: -29403.1813 eV
structure (SMILES): COCCOC.COCCOC.CO.CO.CO.CO

ORCA input file:
```
! wB97M-V def2-TZVPD RIJCOSX def2/J DEFGRID3
* xyz 0 1
C 1.4214 4.0513 3.6582
O 1.0340 2.7340 4.0505
C 1.1962 1.7851 3.0329
C 0.0982 1.7115 2.0001
O 0.0376 2.9038 1.2326
C -1.1290 2.9495 0.4724
H 0.6681 4.4586 2.9833
H 2.3923 4.0554 3.1613
H 1.4277 4.6286 4.5795
H 1.2871 0.7902 3.4832
H 2.1631 1.8579 2.5149
H -0.8999 1.5377 2.4109
H 0.4133 0.9092 1.3136
H -1.2842 3.8738 -0.0831
H -2.0079 2.8117 1.1113
H -1.1723 2.1771 -0.3051
C 3.1806 -0.9374 -0.0019
O 2.3740 -0.1488 -0.8463
C 3.1028 0.2966 -1.9681
C 2.1135 1.0132 -2.8955
O 1.3142 1.8938 -2.1265
C 0.2203 2.3843 -2.8448
H 2.5650 -1.2863 0.8268
H 4.0653 -0.4276 0.3985
H 3.5692 -1.8245 -0.5205
H 3.5368 -0.5104 -2.5685
H 3.8805 1.0080 -1.6689
H 1.4560 0.2648 -3.3566
H 2.5994 1.5659 -3.7075
H 0.5005 2.7693 -3.8359
H -0.0892 3.3209 -2.3686
H -0.6645 1.7500 -2.9294
C -1.0239 -0.7406 -1.5493
O -1.2802 -2.0883 -1.1926
H -0.8414 -0.6839 -2.6222
H -1.8759 -0.1054 -1.2899
H -0.1069 -0.3604 -1.0897
H -1.2686 -2.1662 -0.2290
C -0.0506 -4.6323 0.9175
O 0.2991 -3.3520 1.5324
H -0.9455 -4.4732 0.3180
H 0.7966 -4.9036 0.2887
H -0.1273 -5.3927 1.6928
H 0.1474 -3.4299 2.4787
C -1.8976 -1.0939 2.7978
O -1.9130 -1.6840 1.5150
H -0.8895 -0.8311 3.1430
H -2.4241 -0.1433 2.7841
H -2.3184 -1.7579 3.5564
H -1.5287 -2.5681 1.6296
C -4.0308 -2.2827 -3.3751
O -2.6632 -2.5117 -3.6441
H -4.1766 -1.5209 -2.6107
H -4.4912 -2.0082 -4.3284
H -4.5835 -3.1964 -3.1208
H -2.1760 -2.4403 -2.8047
*
```

***

# 2
Below is a single C6H11NO3S molecule, with properties calculated with ωB97M-V/def2-TZVPD.

Computed properties:
F_max: 3.018 eV/A
HOMO energy: -8.8 eV
total energy: -24864.7353 eV
structure (SMILES): C[C@]1(S(C)(=O)=O)CCC=[N+]1[O-]

ORCA input file:
```
! wB97M-V def2-TZVPD RIJCOSX def2/J DEFGRID3
* xyz 0 1
C 0.9501 -1.6044 1.5106
C 0.3766 -0.4473 0.6297
S 1.8116 0.3787 -0.2575
C 2.6756 -0.8451 -1.2735
O 2.7312 0.8928 0.7457
O 1.1401 1.3065 -1.1113
C -0.4660 0.6524 1.3362
C -1.7121 0.7049 0.4746
C -1.5468 -0.2652 -0.6108
N -0.4776 -0.9740 -0.4224
O -0.1134 -2.0146 -1.0367
H 0.9421 -2.2892 0.6589
H 0.4186 -2.1816 2.3060
H 2.0170 -1.3919 1.7291
H 3.3879 -0.3015 -1.8333
H 3.4244 -1.3910 -0.5459
H 2.0475 -1.4019 -1.9559
H 0.1887 1.5595 1.3080
H -0.7402 0.2506 2.2927
H -1.9886 1.6516 0.1321
H -2.5962 0.3951 1.0093
H -2.1713 -0.4691 -1.5096
*
```

***

# 3
Below is 2 unconnected molecules or ions with the total composition Cl2H3NSi, with properties calculated with ωB97M-V/def2-TZVPD.

Computed properties:
F_max: 3.484 eV/A
HOMO energy: -10.3 eV
total energy: -34461.2571 eV
structure (SMILES): [H]/N=[SiH]/Cl.Cl

ORCA input file:
```
! wB97M-V def2-TZVPD RIJCOSX def2/J DEFGRID3
* xyz 0 1
H 0.8190 1.9205 -0.4031
N 0.4970 1.0618 -0.0415
Si -0.9166 0.3659 0.3231
Cl -1.1865 -1.6238 -0.1297
H -2.2918 0.6957 0.9296
Cl 1.8588 -1.8297 -0.3831
H 1.2200 -0.5905 -0.2953
*
```

***

# 4
Below is 4 unconnected molecules or ions with the total composition C3H14O3S, with properties calculated with ωB97M-V/def2-TZVPD.

Computed properties:
F_max: 5.837 eV/A
HOMO energy: -8.4 eV
total energy: -20313.7688 eV
structure (SMILES): CCSC.O.O.O

ORCA input file:
```
! wB97M-V def2-TZVPD RIJCOSX def2/J DEFGRID3
* xyz 0 1
C 1.1815 -2.2459 0.5469
C 1.6834 -0.8893 0.0476
S 0.0216 -0.1537 -0.6414
C 0.7004 1.1507 -1.6314
H 0.7250 -2.9696 -0.2329
H 2.2594 -2.7298 0.7948
H 0.4702 -1.9369 1.2133
H 1.9389 -0.2919 0.9067
H 2.3173 -1.0284 -0.9198
H 1.8122 1.1190 -1.5753
H 0.6467 2.0784 -1.1412
H 0.4442 1.1987 -2.7270
O 3.9454 -0.0302 2.7959
H 4.6789 -0.1437 2.1183
H 3.9213 0.7423 3.3911
O -2.1658 2.7065 0.2850
H -2.3460 2.2507 1.0984
H -2.5043 2.0610 -0.3726
O -6.6228 -0.6170 -1.5595
H -7.2932 -0.0428 -1.2058
H -5.8143 -0.2281 -1.1911
*
```

***

# 5
Below is a molecular structure, C24H35N5S3Sc, with properties calculated with ωB97M-V/def2-TZVPD.

Computed properties:
F_max: 3.549 eV/A
HOMO energy: -17.0 eV
total energy: -86091.6931 eV

ORCA input file:
```
! wB97M-V def2-TZVPD RIJCOSX def2/J DEFGRID3
* xyz 3 1
Sc 0.4015 -0.2545 0.3773
C -0.6680 2.0037 2.1959
C -1.5466 0.8380 2.5378
N -1.5921 -0.1531 1.4400
C -1.9575 -1.4475 1.9432
C -0.7488 -2.1633 2.4296
C -0.7679 -3.3670 3.0707
C 0.4341 -4.0110 3.5743
C 1.6597 -3.3714 3.3348
C 1.5951 -2.1455 2.7433
C 2.8607 -1.5063 2.3206
N 2.6133 -0.3399 1.3672
C 2.9143 0.9872 1.9589
C 1.7106 1.4138 2.7583
N 0.6108 1.6112 1.7036
N 0.4336 -1.5737 2.2812
H -1.2313 2.6323 1.4663
H -0.6175 2.5940 3.1937
H -1.1690 0.2901 3.4219
H -2.5487 1.1661 2.6645
H -2.3352 0.2189 0.8597
H -2.7215 -1.3884 2.7765
H -2.3619 -2.0278 1.1211
H -1.7428 -3.8360 3.2241
H 0.3555 -4.9742 3.9843
H 2.6230 -3.8250 3.5773
H 3.2927 -1.2015 3.2403
H 3.5297 -2.1946 1.8882
H 3.2946 -0.4748 0.6088
H 3.8493 0.9813 2.6232
H 3.0229 1.6950 1.0887
H 1.3494 0.5932 3.2852
H 1.8582 2.3882 3.2900
H 0.9948 2.4532 1.2275
C -0.2274 -3.5030 -0.8780
C -1.0506 -2.8689 -2.0010
S -1.3479 -1.0893 -1.6187
C -0.8522 -0.4126 -3.2031
C 0.6087 -0.1764 -3.5214
S 1.8020 0.1500 -2.1839
C 2.9334 -1.2714 -2.2999
C 2.2773 -2.6154 -1.9878
S 1.3243 -2.6768 -0.4668
H -0.7811 -3.4191 0.0449
H -0.1389 -4.6188 -0.9917
H -0.6914 -3.0258 -2.9766
H -2.0435 -3.4434 -1.9912
H -1.3842 -0.9290 -3.9914
H -1.3797 0.5337 -3.2528
H 0.9880 -1.1070 -4.0403
H 0.7817 0.6724 -4.2309
H 3.2142 -1.4253 -3.2865
H 3.7828 -0.9574 -1.7366
H 1.5538 -2.9074 -2.7492
H 3.0537 -3.3480 -1.9485
N -0.4508 1.7085 -0.6770
C -0.9673 2.6185 -1.2141
C -1.6431 3.5840 -1.9597
C -2.9357 3.2370 -2.5429
C -3.6238 4.2731 -3.1491
C -3.1196 5.5962 -3.1390
C -1.9748 5.9356 -2.4668
C -1.2590 4.9468 -1.8482
H -3.3752 2.2736 -2.5269
H -4.6088 4.0318 -3.5515
H -3.7094 6.3766 -3.5865
H -1.7365 6.9958 -2.3910
H -0.4143 5.2509 -1.2138
*
```

***

# 6
Below is a molecular structure, C25H20Cl2N4O8STi, with properties calculated with ωB97M-V/def2-TZVPD.

Computed properties:
F_max: 1.066 eV/A
HOMO energy (alpha / beta): -11.3 / -11.8 eV
<S²>: 0.76
total energy: -107573.1087 eV

ORCA input file:
```
! wB97M-V def2-TZVPD RIJCOSX def2/J DEFGRID3
* xyz 1 2
Ti -0.1600 0.0485 0.1246
Cl -1.9753 -2.4523 -0.7242
C -1.8600 -3.0955 0.9218
Cl -0.5765 -2.2633 1.8751
H -1.5889 -4.1399 0.8646
H -2.8022 -2.9291 1.4258
C -2.3966 1.7053 -3.2963
C -1.6070 1.3381 -4.3787
C -0.5044 0.5313 -4.1769
C -0.2057 0.1040 -2.8943
N -0.9568 0.4908 -1.8477
C -2.0280 1.2713 -2.0464
C 0.8458 -0.8691 -2.5303
C 1.6273 -1.5084 -3.4862
C 2.4430 -2.5674 -3.1175
C 2.4468 -2.9998 -1.7966
C 1.6865 -2.3311 -0.8456
C 0.8932 -1.2327 -1.1787
H -3.2763 2.3211 -3.4143
H -1.8578 1.6728 -5.3774
H 0.1127 0.2257 -5.0090
H -2.5935 1.5489 -1.1694
H 1.5868 -1.2116 -4.5275
H 3.0449 -3.0730 -3.8621
H 3.0348 -3.8641 -1.5098
H 1.7021 -2.7011 0.1719
O -4.9853 4.5016 4.0173
N -3.8473 4.5567 3.6121
O -3.0768 5.4736 3.7886
C -3.3394 3.3862 2.8606
C -4.2018 2.3497 2.5860
C -3.7179 1.2549 1.9031
C -2.4047 1.1854 1.4639
O -1.8964 0.1488 0.7970
C -1.5872 2.2778 1.7601
C -2.0195 3.3731 2.4658
N -0.1915 2.1546 1.3797
O 0.0613 1.8972 0.0211
O 0.7144 2.5233 2.1423
N -4.6578 0.1301 1.6855
O -5.8367 0.4020 1.6650
O -4.1912 -0.9894 1.6400
H -5.2316 2.3829 2.9100
H -1.3528 4.1873 2.7123
C 3.4223 0.3066 2.7301
S 2.9182 -0.3515 1.1730
O 1.3802 -0.0959 1.2574
C 3.5734 0.8099 0.0514
C 3.4082 2.1854 0.1944
C 3.9726 3.0087 -0.7631
C 4.6880 2.4619 -1.8295
C 4.8329 1.0880 -1.9601
C 4.2629 0.2462 -1.0165
H 2.9783 1.2932 2.8617
H 4.5121 0.3446 2.7218
H 3.0678 -0.3827 3.4943
H 2.8351 2.6017 1.0179
H 3.8540 4.0812 -0.6804
H 5.1352 3.1178 -2.5659
H 5.3838 0.6700 -2.7925
H 4.3444 -0.8297 -1.1103
*
```

***

ΔE to the lowest compared entry with this formula, charge and spin
In order: 2.555; 3.899; 3.491; 2.466; 0.762; 0.000
Unit: eV